No. 1
This record from OMol25 describes C10H27BBr2Cl4NO7V2 as an isolated structure. The level of theory is ωB97M-V with the def2-TZVPD basis set.

Results
Total charge: -1
2S+1: 1
LUMO level in eV: -1.84
Kohn-Sham gap in eV: 2.0
Molecular weight in g/mol: 687.646

The geometry in XYZ format:
```
54
Properties=species:S:1:pos:R:3:forces:R:3:mulliken_charge:R:1
Cl 1.13192 -1.22678 5.83323 0.1 -0.2 0.2 -0.14
H -4.42835 -1.59405 -0.85194 -4.4 1.9 -0.4 -0.28
H -3.11704 -2.37358 -1.70776 1.4 -1.5 -4.1 -0.20
H 1.58166 -0.01446 3.87908 0.3 -0.4 0.1 0.28
Cl 1.45385 -3.03027 -6.84262 -0.2 -0.5 0.1 -0.16
V -4.37897 1.14436 -3.69924 0.6 0.2 0.4 1.68
Cl 2.17399 -5.51932 -5.39748 0.6 -0.6 -0.2 -0.15
O -5.38674 -6.35865 -2.11924 -1.5 1.4 0.6 -0.63
H 1.17948 -6.80576 2.10643 0.0 0.0 -0.4 0.41
O -5.31027 2.30082 -3.14574 0.9 -0.7 -0.4 -0.66
H 2.81787 6.36386 1.51829 0.2 0.4 0.0 0.31
H -3.44410 -2.87308 -0.06463 -0.2 -3.3 2.8 -0.23
V -6.39976 -5.35362 -1.39246 2.2 -1.6 0.4 1.52
O -7.05823 -1.85405 -6.19015 0.0 0.9 -3.7 -0.57
H -8.19067 -1.28576 -7.89009 0.0 0.8 0.2 0.23
H 3.59611 7.26642 6.48351 -0.1 0.3 -0.2 0.30
C 2.52231 5.77692 2.38791 0.4 -0.3 -0.2 -0.76
Br 3.55628 -6.23758 1.43285 -0.7 -0.4 0.0 -0.19
O -2.83995 1.54350 -3.62780 -1.7 -0.1 -0.1 -0.63
Br 0.10617 -9.32720 1.17417 0.5 -0.2 0.1 -0.16
H 0.28096 -4.27422 -5.11330 0.0 0.4 -0.4 0.28
O 3.49535 5.80375 3.42769 -0.4 0.5 -0.4 -0.25
C 5.03721 7.03969 4.85650 -0.8 -1.5 -1.1 0.35
Cl 3.73677 -0.04777 4.91022 -0.2 -0.4 0.0 -0.16
H 5.12316 6.67411 7.01478 0.6 0.5 -0.2 0.41
H 3.17746 7.80821 4.05287 -0.7 -0.2 0.1 0.34
C 1.96907 -8.64198 1.23998 -0.9 0.7 1.0 -0.52
H 5.72542 6.24122 4.57916 0.2 0.1 -0.3 0.24
O -5.76513 0.47058 -7.91451 -0.9 -3.5 -0.6 -0.56
H 1.40491 -6.84161 0.26068 -0.2 0.5 0.5 0.40
H 1.55368 6.14176 2.72961 -0.1 -0.1 0.1 0.30
H 2.46958 4.75969 1.99988 -0.2 -0.1 0.4 0.26
H 1.72932 -3.37573 -4.58573 -0.1 -0.3 0.0 0.25
H -2.76169 -1.26136 -0.42332 2.7 3.0 1.5 -0.20
H 4.97738 8.93074 5.09810 0.3 0.9 0.3 0.30
H 4.34621 7.60010 2.80497 0.3 -0.2 -0.3 0.41
H 2.46038 -9.11754 0.39113 0.2 0.5 0.3 0.37
C 1.95197 -0.00366 4.90420 0.1 1.4 -0.5 -0.22
C 1.76489 -7.13328 1.24730 1.2 -0.2 -1.1 -0.67
C -7.20628 -1.66241 -7.61224 -0.8 -1.7 4.1 -0.20
H -7.16791 -2.66049 -8.04867 0.5 -0.2 -0.5 0.21
C 3.93190 7.11176 3.68699 1.9 0.2 1.7 -0.72
H -5.18588 -1.45423 -8.53444 0.3 -0.4 1.1 0.24
C -6.08189 -0.85309 -8.37989 2.4 4.4 0.1 -0.34
H 6.17292 8.22274 5.95230 0.1 0.4 0.1 0.30
C 4.43654 6.64784 6.16863 -1.1 -1.1 1.6 -1.42
N 5.74754 8.28007 5.03804 -0.3 0.4 -0.9 -0.71
C 1.31120 -4.01821 -5.36064 -0.3 1.0 0.5 -0.22
H 1.74591 0.99293 5.29462 -0.3 -0.3 0.2 0.23
H -6.36371 -0.70815 -9.42281 -1.3 -0.2 -0.2 0.25
H 2.39407 -8.84110 2.22376 0.0 -0.9 -0.3 0.35
B -3.44832 -2.03127 -0.73961 0.1 -0.1 -0.2 0.02
O -6.62298 -5.96421 0.05178 -0.3 0.6 -1.0 -0.64
H 4.09446 5.62341 6.31564 -0.3 -0.2 -0.9 0.34
```
Positions in Å, forces in eV/Å.

***

No. 2
This record from OMol25 describes C10H27N4NdO2Si as an isolated structure. The level of theory is ωB97M-V with the def2-TZVPD basis set.

Results
Total charge: +2
2S+1: 4
LUMO level (alpha / beta) in eV: -6.07 / -6.06
Kohn-Sham gap (alpha / beta) in eV: 8.2 / 8.2
Molecular weight in g/mol: 407.678

The geometry in XYZ format:
```
45
Properties=species:S:1:pos:R:3:forces:R:3:mulliken_spin:R:1
H 0.66227 -3.10896 0.73076 -0.4 -0.7 0.0 0.00
H -2.11953 2.84490 1.37418 -1.1 1.0 0.2 0.00
C 1.07391 2.91438 0.69228 0.0 -0.5 -0.4 0.00
H -0.21092 2.61718 4.42963 -0.1 0.2 -0.4 0.00
N 2.05889 0.61031 0.29558 -0.3 1.1 -1.1 0.00
C 1.63773 1.64661 1.33510 0.1 -0.9 -0.8 0.00
O -0.06039 0.32497 -4.03397 0.9 0.5 0.6 -0.01
H 0.63275 -4.67269 -0.08370 0.6 -0.7 0.0 0.00
C -0.00335 -3.90448 0.30099 0.2 1.1 0.6 0.00
H -2.22297 -1.15989 -1.61585 0.1 -0.2 0.2 0.00
N -0.55051 2.04699 -1.12607 0.5 -0.4 0.5 0.00
H -1.02573 -5.34856 -2.12749 -0.6 0.6 -0.3 0.00
H 1.13512 3.68369 1.47829 -0.3 0.0 -0.4 0.00
H -1.90126 -4.17067 -3.17746 -0.3 0.0 -0.7 0.00
C -0.35321 2.82309 0.12456 -0.7 1.1 0.3 0.00
H -1.33531 1.12879 3.00974 0.4 0.9 0.0 0.00
Si -0.75336 -3.17310 -1.22945 -0.8 -0.4 0.6 0.00
O 1.48115 1.32758 -2.98930 0.1 0.1 -0.3 -0.01
H -2.05599 -1.60876 0.10694 -0.1 0.0 0.0 0.00
C -1.28164 2.23976 1.18280 0.9 -1.5 0.4 0.00
H 0.30950 3.57367 3.19049 -0.4 0.7 0.1 0.00
H 2.42927 -0.23036 0.70567 0.2 -0.2 0.7 0.00
C 0.84518 -3.02700 -2.25497 0.9 0.8 -0.3 0.00
H -1.70922 1.31974 0.74603 0.2 0.1 0.5 0.00
H 1.77999 -2.63045 -1.78403 -0.3 0.3 -0.3 0.00
H 2.53729 1.95253 1.83176 0.5 0.1 0.4 0.00
H -2.58312 -4.68096 -1.59324 -0.2 -0.1 -0.3 0.00
H 0.36582 0.08043 2.16175 -0.2 -1.3 -0.4 0.00
C -0.62178 1.84813 2.53381 -1.3 -1.8 -0.4 0.00
H 0.01023 2.44951 -1.85423 0.3 0.5 -0.5 0.00
H 0.80570 -2.80430 -3.33508 0.0 0.4 0.2 0.00
C 0.66828 1.06431 2.39367 0.7 1.3 -0.3 0.00
N 0.98136 1.06808 -4.11591 -0.7 -0.4 -0.2 0.00
C -1.68713 -4.44400 -2.16751 0.6 -0.9 1.0 0.00
H 1.13914 -4.05900 -2.26515 0.0 -0.8 0.0 0.00
H 1.19141 1.02227 3.34445 0.0 -0.2 0.3 0.00
H 2.85607 0.99222 -0.27121 -0.9 -0.2 0.7 0.00
N -0.46495 2.98860 3.49755 0.0 -1.1 0.5 0.00
C -1.51289 -1.51077 -0.83342 0.1 0.2 -0.3 -0.02
Nd 0.33712 -0.40005 -1.76203 0.2 0.3 0.2 3.04
H -0.74109 3.84523 -0.07030 0.7 -0.3 0.1 0.00
H 1.77732 3.26998 -0.04402 0.2 0.2 -0.5 0.00
H -1.37826 3.42498 3.60798 0.2 0.8 -0.1 0.00
H -1.51414 2.15692 -1.43016 -0.1 0.0 0.1 0.00
H -0.62872 -4.33082 1.09053 0.0 0.2 -0.2 0.00
```
Positions in Å, forces in eV/Å.

***

No. 3
This record from OMol25 describes a 8-piece molecular cluster, C10H27N7O17 overall. The level of theory is ωB97M-V with the def2-TZVPD basis set.

Results
Total charge: -1
2S+1: 2
LUMO level (alpha / beta) in eV: 1.05 / 1.06
Kohn-Sham gap (alpha / beta) in eV: 1.6 / 4.9
Molecular weight in g/mol: 517.358

The geometry in XYZ format:
```
61
Properties=species:S:1:pos:R:3:forces:R:3:mulliken_spin:R:1
C 3.06640 -0.27729 0.62391 -0.7 -0.2 -0.4 0.01
H 1.61444 1.90857 2.29841 -0.2 0.3 -0.7 0.02
C 4.29752 -5.16266 -2.09995 0.7 0.4 -0.8 0.00
H 5.11367 -4.51256 -1.78474 0.2 -0.3 -0.1 0.00
O -1.14693 -1.23411 -1.07976 -1.7 0.9 2.2 0.00
C -3.15457 1.87298 -3.38303 -0.3 0.1 0.5 0.00
H -2.90395 5.38460 3.00358 -0.9 -0.5 0.0 -0.01
N 3.16591 -4.65075 -1.29326 -0.6 -0.2 2.3 0.00
O -0.10922 0.42424 0.13985 -1.1 -0.6 -0.7 0.00
N -1.04047 -3.98407 1.52267 -4.6 -0.1 -1.6 0.00
H 2.31231 2.01524 -2.48516 -0.1 -0.2 0.0 0.00
H -0.12463 2.52175 2.35758 0.2 -0.2 -0.5 -0.02
H 0.88252 1.14844 -3.23376 0.1 0.5 -0.3 0.00
H -4.19695 1.68737 -3.12401 -0.2 0.3 -0.7 0.00
H 2.23281 0.01987 -0.01242 -0.1 -0.3 -0.1 0.00
H -1.76244 4.11465 3.40383 0.3 -0.1 0.4 0.02
O -4.23244 3.28396 2.20356 -0.1 0.3 0.2 0.00
O -3.44992 2.24089 3.91136 -0.2 1.7 -0.2 0.00
H 1.18017 3.72670 2.12778 0.3 0.0 -0.7 0.04
C -0.12820 -1.41670 -1.97841 1.1 0.0 -1.5 0.00
H 0.49807 -2.27598 -1.73859 0.1 0.1 0.4 0.00
C -2.77804 4.46865 3.58089 0.8 -0.7 1.0 -0.01
H 3.43195 0.68345 0.98647 0.3 -0.5 0.6 0.00
O 1.85903 -0.49583 2.58058 0.2 0.1 0.5 0.00
O 0.13551 3.22939 -4.22246 0.1 0.9 0.2 0.00
N 1.05207 2.85258 4.00196 1.1 -0.7 -1.9 0.46
O -3.03665 1.54970 -5.67973 -1.0 1.2 -1.0 0.00
C -0.38492 -4.62264 0.31172 0.0 0.5 0.8 0.00
C -1.03063 -0.36219 -0.02308 1.4 -0.7 0.4 0.00
H 3.75400 -0.89269 0.04374 0.1 0.1 0.4 0.00
O -2.09603 0.11520 -4.46402 0.0 -0.4 0.7 0.00
O -2.22954 -3.58539 1.37605 2.0 -0.4 -0.6 0.00
O 0.04926 3.05777 4.72538 -2.7 0.8 0.7 0.24
H -2.93079 2.90644 -3.64756 -0.2 -0.1 0.5 0.00
H -2.10326 1.24497 1.70419 -0.1 0.0 -0.1 0.00
H -1.50630 0.10064 2.86605 0.5 -0.8 -0.5 0.00
H 0.61306 -4.18482 0.29082 0.0 -0.2 -0.4 0.00
O -0.55529 -4.04352 2.59179 2.1 -0.2 1.6 0.00
H -0.60251 -1.63309 -2.93565 0.0 0.1 -0.1 0.00
N 2.37437 -1.11672 1.69080 -0.3 1.3 -0.6 -0.01
O 1.50505 4.30429 -2.83672 -1.7 -2.2 -1.4 0.00
C -2.16183 0.19768 2.00062 -0.9 1.0 0.1 0.00
H 4.15286 -5.05707 -3.17513 -0.5 0.4 0.2 0.00
N 0.92250 3.28646 -3.29950 1.1 1.4 0.4 0.01
N -3.58708 3.26740 3.24296 0.1 -1.3 -1.0 0.00
O 3.31801 -4.76597 -0.05559 -0.4 0.1 -2.6 0.00
N -2.76666 1.12176 -4.60074 1.2 -1.3 0.6 0.00
H -3.18045 -0.02114 2.32092 0.2 0.1 0.0 0.00
O -2.00324 -0.63028 0.83246 0.6 -0.1 -0.5 0.00
C 1.23697 2.00688 -2.66319 0.4 -0.3 1.0 0.00
H -1.01387 -4.45852 -0.56326 0.2 0.3 0.2 0.00
O 2.20154 -4.11702 -1.82738 1.0 -0.6 0.2 0.00
H 0.48826 -0.52793 -2.11317 0.0 -0.1 0.2 0.00
C 0.93406 2.73448 2.50595 -0.3 0.2 3.0 0.00
O 2.22858 -2.30386 1.49752 0.4 -0.5 -0.4 0.00
H 4.54659 -6.21218 -1.94320 -0.4 0.2 0.7 0.00
H 0.73010 2.01526 -1.69826 0.1 0.0 0.1 0.00
H -2.88550 4.54854 4.66264 0.2 0.4 -0.2 0.00
H -2.64891 1.48644 -2.49816 0.6 0.1 -0.5 0.00
H -0.35451 -5.68879 0.53644 0.2 0.1 0.1 0.00
O 2.20814 2.70651 4.51740 1.4 -0.1 -0.1 0.25
```
Positions in Å, forces in eV/Å.